# 1
18
Properties=species:S:1:pos:R:3 method="wB97M-V/def2-TZVPD" homo_lumo_gap_ha=0.4483 homo_energy_ev=-11.3 smiles=CCC(C#N)CC max_force_ha_per_bohr=0.0225
C -2.55551 0.20256 0.09003
C -1.31169 -0.61204 -0.26899
C -0.00052 0.02290 0.21479
C 0.05369 1.45890 -0.08196
N 0.09198 2.61225 -0.02885
C 1.26933 -0.70828 -0.24322
C 2.56228 0.02555 0.11730
H -3.46355 -0.36115 -0.14456
H -2.58805 1.14456 -0.46847
H -2.58132 0.45286 1.15757
H -1.37310 -1.61166 0.17950
H -1.25809 -0.74807 -1.35604
H -0.01100 0.03866 1.31258
H 1.25633 -1.70204 0.22193
H 1.21842 -0.85807 -1.32863
H 2.59177 0.29636 1.17979
H 3.43196 -0.60429 -0.09313
H 2.66706 0.95100 -0.45962

# 2
18
Properties=species:S:1:pos:R:3 method="wB97M-V/def2-TZVPD" s2=0.763 homo_lumo_gap_ha="0.3520 / 0.2709" homo_energy_ev="-13.9 / -14.0" charge=+1 multiplicity=2 max_force_ha_per_bohr=0.0598
C 0.76753 -1.70618 1.21292
N 0.28880 -1.54009 -0.17219
C -0.35146 -0.68455 -0.97057
C -0.71739 -1.15305 -2.23834
C 0.11113 2.62537 0.87651
C -0.32071 1.22474 0.62247
C -0.47480 0.70623 -0.60257
H 1.14474 -2.71955 1.26396
H 1.70124 -1.14506 1.26694
H 0.02219 -1.59098 1.99101
H 0.06496 -2.47491 -0.50230
H -1.02096 -0.38760 -2.93552
H -0.84356 -2.18163 -2.53207
H 0.08347 2.90844 1.92115
H -0.47512 3.38828 0.34845
H 1.07529 2.80093 0.39442
H -0.32256 0.60637 1.51427
H -0.73278 1.32324 -1.45855

Relative energy (zero: lowest compared OMol25 entry of this formula, charge and spin) per entry: 3.31; 25.69 kcal per mole